{"formula": "C48H65LiN4P2SeSi", "method": "ωB97M-V/def2-TZVPD", "homo_ev": [-5.99, -6.27], "homo_lumo_gap_ev": [5.5, 6.1], "total_energy_ev": -148797.83532, "lumo_ev": [-0.54, -0.13], "molar_mass_g_mol": 874.01, "symbols": ["Li", "C", "Si", "C", "C", "C", "C", "C", "C", "P", "C", "C", "C", "C", "C", "C", "C", "C", "C", "C", "C", "C", "C", "C", "C", "C", "C", "C", "P", "C", "C", "C", "C", "C", "C", "C", "C", "C", "C", "C", "C", "H", "H", "H", "H", "H", "H", "H", "H", "H", "H", "H", "H", "H", "H", "H", "H", "H", "H", "H", "H", "H", "H", "H", "H", "H", "H", "H", "H", "H", "H", "H", "H", "H", "H", "H", "H", "H", "H", "H", "H", "H", "H", "H", "H", "H", "H", "H", "H", "H", "H", "H", "H", "H", "H", "H", "C", "C", "C", "C", "N", "C", "C", "H", "H", "H", "H", "H", "H", "H", "Se", "N", "C", "C", "C", "C", "N", "C", "N", "H", "H", "H"], "xyz": [[-0.57807, -0.52198, 0.19135], [0.26489, 3.67597, 1.11963], [0.62435, 2.00533, 0.32601], [-0.11293, 1.57135, -1.35352], [0.68472, 1.85885, -2.46269], [0.06724, 1.90540, -3.73601], [-1.15580, 1.34965, -3.94965], [-1.68922, 0.45780, -2.88685], [-1.40997, 1.02545, -1.53677], [-2.55524, 1.38359, -0.20656], [-3.57060, 2.92473, -0.53469], [-2.99873, 4.21577, 0.05930], [-2.00603, 4.91925, -0.85425], [-2.66696, 5.25117, -2.18452], [-3.08934, 3.94936, -2.84961], [-4.05186, 3.14605, -1.97902], [-4.01412, 0.17827, -0.00279], [-3.65887, -1.31391, 0.03712], [-3.79286, -2.01599, -1.30982], [-5.18228, -1.85148, -1.90391], [-5.46882, -0.36878, -2.08603], [-5.35378, 0.35717, -0.75344], [2.52022, 1.95230, 0.25184], [3.26481, 3.12500, 0.08004], [4.64654, 3.11955, 0.16351], [5.31831, 1.93740, 0.44658], [4.60262, 0.76601, 0.61900], [3.21135, 0.75806, 0.51297], [2.15373, -0.73370, 0.57631], [2.91665, -1.85259, -0.68352], [2.64629, -1.22939, -2.06949], [3.46949, -1.90666, -3.17524], [3.73515, -3.36694, -2.82954], [4.60025, -3.46345, -1.56059], [4.39577, -2.25017, -0.64206], [2.23524, -1.54180, 2.25178], [2.06987, -0.48678, 3.35927], [3.39283, 0.05769, 3.88824], [4.33182, -1.06360, 4.31337], [4.60072, -2.00915, 3.14856], [3.30100, -2.58781, 2.59992], [0.43267, 4.51537, 0.44426], [0.95010, 3.77910, 1.96373], [-0.75420, 3.74920, 1.49082], [1.69484, 2.22552, -2.33977], [0.54710, 2.46778, -4.52992], [-1.74040, 1.55758, -4.83487], [-2.75406, 0.26918, -3.02935], [-4.45108, 2.69925, 0.07595], [-2.56439, 4.01088, 1.03949], [-3.83673, 4.90169, 0.23377], [-1.15435, 4.26082, -1.05730], [-1.61375, 5.81422, -0.36373], [-1.97742, 5.79979, -2.82989], [-3.53579, 5.89882, -2.01839], [-2.19018, 3.36000, -3.03975], [-3.55815, 4.13332, -3.81987], [-4.26769, 2.19175, -2.46589], [-5.00697, 3.68728, -1.93205], [-4.24032, 0.46191, 1.03609], [-4.33388, -1.80335, 0.75024], [-2.65706, -1.47023, 0.44114], [-3.52784, -3.07118, -1.20205], [-3.08345, -1.58509, -2.01667], [-5.93204, -2.28382, -1.23053], [-5.25710, -2.38727, -2.85226], [-6.46385, -0.20649, -2.50576], [-4.75819, 0.04536, -2.80873], [-6.12936, -0.05583, -0.09452], [-5.60848, 1.40792, -0.87785], [2.75755, 4.05832, -0.12446], [5.20154, 4.03736, 0.01840], [6.39649, 1.92880, 0.53104], [5.13647, -0.14729, 0.84342], [2.32384, -2.77434, -0.59508], [2.87222, -0.15897, -2.04348], [1.58628, -1.29932, -2.29852], [4.42593, -1.39172, -3.30469], [2.94201, -1.81785, -4.12669], [4.22213, -3.88264, -3.65841], [2.77741, -3.87177, -2.67376], [5.65647, -3.54164, -1.82811], [4.35036, -4.37599, -1.01138], [4.99352, -1.40874, -1.00169], [4.75548, -2.48085, 0.35849], [1.28375, -2.08823, 2.22522], [1.52096, -0.94804, 4.18924], [1.44321, 0.33684, 2.99883], [3.19245, 0.72887, 4.72709], [3.88088, 0.66129, 3.11800], [3.88012, -1.62938, 5.13613], [5.26900, -0.65174, 4.69240], [5.25118, -2.82850, 3.46399], [5.14243, -1.46842, 2.36720], [2.87279, -3.23556, 3.37481], [3.49078, -3.23732, 1.74494], [-1.79005, -0.56334, 6.67262], [-1.57076, -0.57712, 5.18864], [-1.45318, 0.59360, 4.45449], [-1.24057, 0.53118, 3.08639], [-1.13452, -0.61440, 2.41818], [-1.25900, -1.74040, 3.12094], [-1.47298, -1.77453, 4.48573], [-1.97998, 0.44464, 7.03548], [-0.91283, -0.95021, 7.19239], [-2.63583, -1.19339, 6.94618], [-1.53006, 1.55816, 4.93797], [-1.16276, 1.43165, 2.49115], [-1.18655, -2.66628, 2.56082], [-1.56624, -2.72582, 4.99201], [-0.85242, -1.32530, -4.94173], [-0.47776, -3.02667, -4.54898], [-0.43504, -3.16503, -3.21909], [-0.12943, -4.35872, -2.55300], [-0.08454, -4.35765, -1.16680], [-0.31360, -3.17133, -0.49154], [-0.60331, -2.00074, -1.08553], [-0.71310, -1.99677, -2.41205], [-1.03207, -0.91978, -3.15308], [0.07104, -5.24677, -3.13577], [0.14974, -5.25415, -0.61149], [-0.23582, -3.14441, 0.59256]], "forces_ev_per_angstrom": [[0.11, 0.39, 0.16], [0.06, -0.04, 0.09], [0.06, 0.03, -0.03], [-0.07, -0.08, 0.04], [-0.02, -0.01, -0.03], [0.03, 0.04, -0.08], [0.04, 0.09, -0.03], [-0.13, -0.02, 0.00], [0.06, -0.21, 0.10], [-0.03, 0.05, -0.09], [-0.08, -0.07, -0.03], [-0.04, 0.02, 0.01], [0.10, -0.01, -0.03], [0.01, 0.01, 0.00], [0.06, -0.02, -0.02], [-0.11, 0.04, 0.00], [-0.08, 0.15, 0.08], [0.08, -0.03, 0.06], [0.10, -0.02, -0.04], [-0.07, -0.05, 0.03], [0.06, 0.01, -0.05], [-0.02, 0.08, 0.09], [0.00, -0.02, 0.05], [0.01, -0.05, 0.03], [0.01, 0.01, 0.01], [-0.01, 0.02, -0.02], [0.00, -0.06, -0.07], [-0.06, 0.02, 0.00], [0.00, 0.09, -0.14], [0.03, -0.08, 0.06], [-0.03, 0.05, 0.00], [0.02, 0.00, -0.05], [0.00, -0.02, -0.02], [0.00, -0.04, 0.01], [0.02, 0.04, 0.00], [-0.08, -0.10, -0.01], [-0.01, 0.06, 0.00], [0.02, 0.10, -0.02], [0.01, -0.02, 0.02], [0.05, -0.04, -0.05], [0.00, 0.02, 0.06], [0.05, 0.04, -0.03], [0.02, 0.03, 0.05], [0.07, -0.03, 0.01], [0.04, 0.02, 0.00], [0.01, 0.01, -0.02], [-0.05, 0.05, -0.07], [0.03, 0.00, 0.02], [-0.01, -0.01, 0.02], [-0.09, 0.00, -0.03], [-0.02, 0.03, 0.00], [-0.03, 0.02, 0.00], [-0.02, 0.01, -0.01], [0.01, -0.01, -0.01], [-0.02, 0.01, 0.01], [-0.04, 0.02, 0.01], [0.00, 0.02, -0.01], [0.03, 0.01, 0.02], [0.00, 0.01, -0.02], [0.01, -0.03, -0.07], [-0.06, 0.00, -0.03], [-0.01, 0.03, -0.01], [0.00, -0.01, 0.00], [0.00, -0.06, 0.05], [0.00, -0.02, -0.01], [0.00, 0.01, -0.02], [-0.03, -0.01, 0.01], [-0.03, 0.01, 0.00], [0.01, -0.01, -0.01], [0.01, 0.00, 0.01], [-0.05, 0.07, 0.00], [0.01, 0.02, -0.01], [0.05, 0.01, 0.00], [-0.02, 0.04, -0.03], [0.02, 0.04, 0.00], [0.02, -0.02, 0.00], [-0.03, 0.03, 0.00], [0.01, 0.01, 0.00], [0.00, -0.02, 0.00], [0.00, -0.01, -0.01], [-0.01, 0.00, 0.01], [0.02, 0.01, -0.01], [0.00, -0.01, -0.01], [-0.02, -0.01, 0.00], [0.02, 0.01, 0.04], [0.05, -0.02, -0.06], [0.01, -0.01, 0.02], [0.06, -0.05, 0.01], [0.00, -0.01, 0.01], [-0.02, -0.02, 0.04], [-0.02, -0.01, 0.02], [0.02, 0.01, 0.00], [0.02, 0.00, 0.00], [-0.04, -0.02, 0.02], [0.00, 0.01, 0.04], [-0.02, -0.03, -0.01], [0.00, 0.02, 0.00], [-0.01, -0.02, 0.03], [0.01, 0.01, -0.03], [-0.08, 0.02, 0.10], [0.03, -0.14, -0.31], [0.01, -0.06, 0.03], [0.01, 0.02, -0.03], [0.00, 0.02, 0.00], [0.03, -0.02, 0.01], [-0.02, -0.02, 0.00], [0.00, 0.03, 0.02], [0.00, 0.04, -0.03], [-0.02, -0.03, 0.00], [0.00, -0.03, 0.02], [0.04, -0.03, -0.16], [-0.02, 0.00, 0.04], [0.02, 0.05, -0.06], [0.01, -0.04, 0.01], [0.00, 0.10, -0.04], [0.03, -0.15, 0.01], [-0.23, -0.21, 0.21], [-0.01, 0.02, 0.04], [0.16, -0.01, 0.17], [0.00, -0.03, -0.01], [0.00, -0.04, 0.01], [0.00, 0.01, -0.04]], "mulliken_charge": [1.392, -1.563, 0.776, 1.252, -1.285, -0.898, -1.382, 0.806, -0.341, 0.888, 0.091, -1.472, 0.340, -1.537, 0.337, -1.224, -0.080, 0.675, 0.138, -1.596, -0.252, -1.507, 0.292, -0.427, -0.868, -1.126, -0.173, 0.292, 0.603, 0.502, 0.610, -1.337, -0.289, -1.157, -0.699, 1.083, -0.386, -0.513, -1.254, -0.281, -1.429, 0.389, 0.521, 0.282, 0.455, 0.486, 0.588, -1.002, 0.871, 0.447, 0.557, -0.325, 0.427, 0.478, 0.420, -0.478, 0.534, 0.019, 0.498, 0.436, 0.921, -1.451, 0.640, -0.430, 0.455, 0.459, 0.406, 0.001, 0.609, 0.355, 0.361, 0.408, 0.438, 0.155, 0.509, -0.155, -0.577, 0.514, 0.486, 0.537, -0.067, 0.488, 0.342, 0.366, 0.024, -0.435, 0.670, -0.352, 0.487, 0.119, 0.371, 0.507, 0.467, 0.007, 0.532, 0.432, -1.572, 1.022, -1.098, -0.396, 0.528, -0.427, -0.948, 0.372, 0.311, 0.359, 0.395, 0.108, 0.307, 0.444, 0.149, -1.061, 0.439, -1.203, -0.913, -0.628, 2.504, -0.953, 0.318, 0.451, 0.506, -0.226]}